Record 1
The following is a quantum chemistry calculation of a molecular structure, C35H47BCl2N8O4Ti, from OMol25.

As for the expectation value of S²: 0.76. The spin multiplicity is 2. As for the net charge: +1. For the energy above the lowest of the compared OMol25 structures with the same formula, charge and spin, the calculation gives 30.5 kJ/mol. The HOMO-LUMO gap (alpha / beta) comes out at 7.64 / 6.93 eV. The LUMO energy (alpha / beta) is -0.1143 / -0.1406 Ha.

Each line ends with the Löwdin charge.
Positions of all 98 atoms, in Å:
Ti -0.27 0.83 0.44  1.18
C 1.80 -4.93 0.86  0.01
C 1.24 -3.94 -0.09  -0.21
C 1.01 -4.09 -1.45  0.06
C 0.46 -2.91 -1.93  -0.09
N 0.37 -2.11 -0.85  0.05
N 0.84 -2.71 0.27  0.14
B 0.84 -2.02 1.70  -0.46
N -0.58 -1.66 2.15  0.06
N -1.32 -0.63 1.62  0.03
C -2.52 -0.65 2.20  -0.20
C -2.56 -1.69 3.13  0.06
C -1.33 -2.30 3.07  -0.24
C -0.84 -3.48 3.85  0.00
C -3.64 0.29 1.85  -0.52
C -4.95 -0.51 1.79  -0.04
C -3.77 1.35 2.95  -0.01
C -3.43 0.95 0.49  -0.03
N 1.84 -0.85 1.77  0.06
N 1.69 0.41 1.22  0.05
C 2.76 1.13 1.57  -0.19
C 3.63 0.31 2.31  0.03
C 3.01 -0.91 2.43  -0.24
C 3.51 -2.10 3.18  0.00
C 3.10 2.60 1.36  -0.51
C 3.16 3.23 2.76  -0.02
C 4.49 2.67 0.71  -0.03
C 2.15 3.43 0.50  -0.02
C 0.08 -2.63 -3.38  -0.52
C -0.52 -1.26 -3.64  -0.03
C -0.92 -3.71 -3.81  -0.03
C 1.38 -2.77 -4.20  -0.02
H 2.02 -5.85 0.33  0.09
H 1.10 -5.15 1.66  0.08
H 2.72 -4.57 1.32  0.08
H 1.22 -4.98 -2.03  0.13
H 1.24 -2.88 2.41  0.11
H -3.39 -1.98 3.75  0.12
H -1.62 -3.80 4.53  0.09
H 0.05 -3.24 4.43  0.09
H -0.60 -4.32 3.20  0.08
H -5.22 -0.91 2.76  0.08
H -4.88 -1.33 1.08  0.10
H -5.76 0.15 1.46  0.09
H -3.95 0.89 3.92  0.09
H -4.60 2.02 2.73  0.10
H -2.86 1.96 3.03  0.07
H -3.42 0.21 -0.31  0.09
H -2.52 1.57 0.43  0.04
H -4.23 1.66 0.29  0.11
H 4.57 0.59 2.74  0.12
H 4.45 -1.84 3.66  0.09
H 3.69 -2.95 2.53  0.07
H 2.80 -2.41 3.95  0.09
H 3.88 2.74 3.40  0.08
H 2.18 3.19 3.25  0.08
H 3.45 4.28 2.67  0.09
H 5.26 2.21 1.33  0.08
H 4.76 3.72 0.57  0.10
H 4.49 2.19 -0.26  0.08
H 1.10 3.33 0.77  0.05
H 2.26 3.20 -0.56  0.08
H 2.41 4.48 0.62  0.10
H -1.49 -1.13 -3.15  0.08
H -0.67 -1.17 -4.71  0.10
H 0.14 -0.45 -3.33  0.07
H -1.83 -3.65 -3.22  0.10
H -0.51 -4.71 -3.73  0.08
H -1.19 -3.54 -4.86  0.10
H 2.11 -2.02 -3.91  0.08
H 1.14 -2.62 -5.25  0.10
H 1.83 -3.76 -4.09  0.09
Cl -1.92 3.75 -2.33  0.78
C -0.43 3.11 -2.92  -0.55
C -0.01 3.50 -4.21  -0.10
C 1.15 3.00 -4.71  -0.59
Cl 1.66 3.47 -6.30  0.73
C 1.95 2.09 -3.95  -0.16
C 3.17 1.54 -4.40  -0.01
C 3.86 0.68 -3.60  -0.04
C 3.33 0.37 -2.33  -0.13
N 2.20 0.85 -1.88  0.13
C 1.51 1.71 -2.66  -0.18
C 0.30 2.25 -2.16  -0.30
O -0.13 1.92 -0.93  -0.20
H -0.61 4.18 -4.79  0.11
H 3.53 1.81 -5.38  0.10
H 4.80 0.25 -3.92  0.11
H 3.86 -0.31 -1.67  0.11
C -0.62 3.94 3.24  0.02
C -0.89 3.13 2.01  -0.65
O -1.54 3.54 1.08  0.06
O -0.33 1.90 2.01  -0.18
H -1.56 4.37 3.58  0.09
H 0.04 4.76 2.98  0.10
H -0.17 3.35 4.04  0.08
O -1.17 -0.44 -1.00  -0.09
N 0.01 -0.79 -0.68  -0.13



Record 2
The following is a quantum chemistry calculation of a molecular structure, C42H58BGeN9OPdSSi3 at a distorted geometry, from OMol25.

As for the expectation value of S²: 6.06. The spin multiplicity is 5. As for the net charge: +4. For the energy above the lowest of the compared OMol25 structures with the same formula, charge and spin, the calculation gives 56.5 kJ/mol. The HOMO-LUMO gap (alpha / beta) comes out at 5.25 / 2.34 eV. The LUMO energy (alpha / beta) is -0.4357 / -0.5422 Ha.

Each line ends with the Löwdin charge.
Positions of all 117 atoms, in Å:
Pd -18.18 -11.53 3.19  0.85
C -21.56 -12.46 6.54  0.09
C -21.41 -11.15 6.08  -0.07
N -21.41 -11.09 4.75  0.19
N -21.44 -12.39 4.29  0.06
C -21.54 -13.22 5.35  0.07
B -21.35 -12.80 2.77  -0.67
N -20.13 -13.73 2.54  0.05
C -19.97 -15.03 2.12  0.04
C -18.61 -15.26 1.85  0.04
C -17.99 -14.05 2.21  -0.12
N -18.89 -13.22 2.69  -0.13
N -20.95 -11.60 1.91  0.06
C -21.63 -10.86 0.98  0.02
C -20.88 -9.78 0.58  0.02
C -19.70 -9.86 1.35  -0.15
N -19.77 -10.94 2.11  -0.09
N -22.60 -13.50 2.24  -0.01
C -23.95 -13.27 2.52  -0.07
C -24.72 -13.57 1.44  -0.02
C -23.76 -13.92 0.44  -0.12
N -22.52 -13.95 0.91  0.07
H -21.72 -12.72 7.58  0.14
H -21.46 -10.24 6.67  0.14
H -21.63 -14.30 5.25  0.17
H -20.84 -15.61 1.93  0.13
H -18.10 -16.13 1.45  0.13
H -17.00 -13.67 2.14  0.08
H -22.65 -11.09 0.67  0.15
H -21.08 -9.02 -0.16  0.13
H -18.80 -9.28 1.28  0.01
H -24.22 -12.97 3.49  0.11
H -25.79 -13.44 1.33  0.12
H -23.97 -14.28 -0.58  0.13
C -15.58 -6.68 1.07  -0.17
Si -15.98 -8.48 0.54  0.52
C -14.55 -9.28 -0.38  -0.16
C -17.65 -8.34 -0.44  -0.14
Ge -16.37 -9.73 2.63  0.82
Si -16.79 -7.90 4.09  0.31
C -15.53 -6.79 4.95  -0.17
C -17.46 -8.62 5.60  -0.23
C -18.00 -6.50 3.77  -0.16
Si -14.01 -10.22 3.38  0.55
C -13.67 -11.85 2.38  -0.16
C -14.00 -10.51 5.25  -0.16
C -12.80 -8.86 2.74  -0.16
H -16.22 -5.98 0.57  0.05
H -14.56 -6.41 0.76  0.06
H -15.62 -6.50 2.17  0.00
H -14.66 -9.04 -1.45  0.08
H -14.52 -10.37 -0.34  0.01
H -13.57 -8.90 -0.02  0.05
H -17.35 -8.00 -1.43  0.08
H -18.31 -7.67 0.06  0.04
H -18.12 -9.33 -0.49  0.02
H -15.05 -7.22 5.82  0.05
H -16.02 -5.85 5.30  0.09
H -14.68 -6.49 4.32  0.04
H -16.71 -9.32 6.08  0.06
H -18.42 -9.15 5.42  0.03
H -17.71 -7.83 6.32  0.08
H -18.79 -6.82 3.05  0.05
H -17.47 -5.62 3.39  0.06
H -18.46 -6.30 4.74  0.07
H -14.41 -12.65 2.44  0.02
H -12.70 -12.26 2.67  0.07
H -13.62 -11.53 1.31  0.03
H -14.96 -10.86 5.65  0.01
H -13.60 -9.65 5.82  0.06
H -13.30 -11.31 5.43  0.03
H -12.28 -9.18 1.84  0.04
H -12.03 -8.61 3.50  0.07
H -13.36 -7.90 2.53  0.03
O -16.92 -12.41 4.80  -0.68
S -17.70 -13.27 5.88  0.98
C -17.30 -12.49 7.54  -0.25
C -17.49 -13.26 8.84  -0.28
C -18.68 -13.89 9.16  -0.07
C -19.02 -14.21 10.48  -0.04
C -18.06 -14.03 11.47  -0.05
C -16.81 -13.53 11.16  -0.04
C -16.48 -13.18 9.84  -0.03
C -16.80 -14.85 6.19  -0.24
C -15.30 -14.77 6.53  -0.24
C -14.41 -14.26 5.57  -0.07
C -13.07 -14.07 5.86  -0.09
C -12.60 -14.35 7.15  -0.04
C -13.47 -14.87 8.14  -0.03
C -14.80 -15.14 7.81  -0.02
H -17.94 -11.59 7.56  0.09
H -16.25 -12.18 7.50  0.10
H -19.36 -14.11 8.37  0.08
H -20.02 -14.58 10.76  0.12
H -18.30 -14.19 12.51  0.12
H -16.06 -13.39 11.93  0.13
H -15.51 -12.75 9.58  0.11
H -16.90 -15.38 5.24  0.10
H -17.37 -15.39 6.92  0.09
H -14.79 -13.93 4.62  0.08
H -12.33 -13.73 5.11  0.11
H -11.54 -14.26 7.37  0.12
H -13.01 -15.08 9.10  0.12
H -15.46 -15.55 8.53  0.11
N -16.09 -12.62 -0.15  0.15
C -16.68 -13.03 -1.07  -0.14
C -17.50 -13.46 -2.17  -0.24
C -17.21 -14.55 -3.00  -0.02
C -18.07 -14.94 -4.02  -0.03
C -19.23 -14.19 -4.27  -0.03
C -19.51 -13.10 -3.47  -0.06
C -18.67 -12.74 -2.42  -0.05
H -16.29 -15.11 -2.83  0.13
H -17.85 -15.80 -4.63  0.12
H -19.92 -14.48 -5.07  0.13
H -20.48 -12.63 -3.62  0.11
H -18.93 -11.95 -1.69  0.11



Record 3
The following is a quantum chemistry calculation of a molecular structure, C26H43Cl3N3O3PbSi at a distorted geometry, from OMol25.

As for the net charge: -1. The HOMO-LUMO gap comes out at 2.81 eV. The LUMO energy is 0.0746 Ha.

Each line ends with the Löwdin charge.
Positions of all 80 atoms, in Å:
C -1.77 -1.78 -4.14  -0.05
C -1.30 -2.21 -2.78  -0.28
H -2.18 -2.67 -4.63  0.07
H -0.93 -1.40 -4.74  0.07
H -2.54 -1.01 -4.14  0.06
C -0.92 -3.52 -2.54  -0.22
C -0.93 -4.63 -3.51  -0.20
H -0.63 -3.80 -1.54  0.06
H -0.22 -4.48 -4.34  0.05
H -1.92 -4.84 -3.93  0.04
H -0.64 -5.53 -2.96  0.05
Pb 2.74 2.43 0.90  0.73
Cl -4.25 0.05 0.28  0.35
Cl 3.46 3.28 -1.35  -0.24
H 1.11 6.46 3.88  0.08
H -1.15 6.62 4.13  0.09
C 1.14 5.82 3.01  -0.04
C -1.28 6.48 3.05  -0.05
N -0.22 5.61 2.56  -0.20
H 1.59 4.85 3.24  0.08
C -0.42 4.76 1.53  -0.28
O 0.48 4.10 0.95  -0.14
H -2.22 5.98 2.84  0.08
H -1.50 4.66 1.25  0.15
H 1.74 6.29 2.21  0.10
H -1.29 7.45 2.55  0.09
H 2.54 -0.77 -2.88  0.10
H 2.01 -3.15 -1.81  0.08
C 3.48 -0.78 -2.31  -0.05
C 3.02 -3.02 -1.39  -0.05
N 3.31 -1.61 -1.12  -0.20
H 3.74 0.24 -2.00  0.05
C 3.60 -1.17 0.13  -0.37
O 4.01 -0.03 0.42  -0.21
H 3.07 -3.60 -0.45  0.08
H 3.42 -1.94 0.92  0.14
H 4.28 -1.22 -2.92  0.09
H 3.76 -3.41 -2.10  0.09
O -1.28 0.04 -1.91  -0.18
C -1.22 -1.29 -1.70  -0.34
C 0.17 -2.12 0.17  -0.10
C -1.12 -1.86 -0.35  -0.20
H 1.00 -1.59 -0.32  0.03
C 0.36 -3.09 1.14  -0.11
H -3.45 0.14 -0.71  -0.24
C -2.21 -2.55 0.23  -0.09
H 1.37 -3.38 1.42  0.08
C -0.73 -3.67 1.77  -0.13
C -2.02 -3.37 1.32  -0.11
H -3.19 -2.43 -0.26  0.08
H -0.59 -4.35 2.61  0.09
H -2.91 -3.84 1.80  0.10
Si -1.33 1.52 -2.59  0.36
Cl 1.37 0.76 -0.14  0.20
C 0.18 2.72 -2.63  -0.24
C -2.15 2.56 -1.32  -0.17
C -1.45 1.41 -4.40  -0.19
H 0.34 3.11 -1.62  -0.04
H -0.11 3.56 -3.29  0.03
H 1.09 2.24 -2.98  0.00
H -0.58 0.81 -4.72  0.05
H -1.27 2.43 -4.75  0.03
H -2.39 1.07 -4.82  0.02
H -2.65 2.03 -0.53  -0.03
H -2.82 3.26 -1.84  0.04
H -1.37 3.18 -0.83  0.01
C -0.45 -2.46 5.28  -0.06
C 0.04 -1.49 4.26  -0.29
C 1.40 -1.25 4.08  -0.04
C 1.81 -0.29 3.16  -0.17
N 0.93 0.50 2.54  -0.07
C -0.37 0.19 2.57  -0.15
C -0.87 -0.76 3.46  -0.02
H 0.36 -3.13 5.58  0.07
H -0.80 -1.93 6.18  0.08
H -1.28 -3.06 4.90  0.08
H 2.15 -1.81 4.63  0.10
H 2.87 -0.10 2.95  0.09
H -1.03 0.71 1.87  0.11
H -1.94 -0.92 3.52  0.12



Number 1: total energy -3895.6024 Eh. Number 2: total energy -5698.0195 Eh. Number 3: total energy -3269.4680 Eh.